(1)
{"formula": "C3H11NO2", "method": "wB97M-V/def2-TZVPD", "smiles": "C=CCN.O.O", "fmax_ev_per_a": 9.8, "homo_ev": -9.14, "species": ["C", "C", "C", "N", "H", "H", "H", "H", "H", "H", "H", "O", "H", "H", "O", "H", "H"], "xyz": [[1.129686, -1.085586, -1.400061], [1.605952, -1.351076, -0.134589], [0.799321, -0.971566, 1.064897], [-0.280677, -1.886453, 1.416693], [1.707508, -1.546514, -2.216515], [0.464285, -0.488184, -1.715472], [2.517396, -2.010415, 0.010630], [1.444020, -0.973766, 2.006745], [0.289962, -0.032510, 0.875646], [0.109927, -2.828339, 1.533037], [-0.903564, -1.825060, 0.586673], [-0.785709, 3.091451, 0.983136], [-1.475448, 3.019037, 0.273687], [-1.187261, 2.873192, 1.711712], [-1.679484, 2.101982, -1.344924], [-2.575681, 2.202205, -1.589022], [-1.180239, 1.711606, -2.062270]], "forces_ev_per_a": [[7.522, -5.430, 3.281], [-0.814, -0.329, -2.226], [1.076, 0.008, 1.960], [-0.504, -0.257, -1.049], [-0.236, 0.251, 0.278], [-5.363, 4.365, -1.467], [-1.275, 0.801, -0.342], [-0.574, 0.718, -1.287], [0.398, 0.509, 0.274], [-0.565, 0.306, -0.358], [0.324, -0.907, 0.942], [2.365, 1.975, -6.926], [1.352, -0.053, 0.786], [-3.358, -1.869, 6.529], [1.155, -0.063, 0.647], [-1.362, -0.047, -0.831], [-0.140, 0.022, -0.212]]}

=====

(2)
{"formula": "C4H11N2O", "method": "wB97M-V/def2-TZVPD", "total_charge": -1, "fmax_ev_per_a": 0.9, "homo_ev": -3.50, "species": ["C", "O", "C", "H", "H", "H", "H", "H", "C", "N", "C", "N", "H", "H", "H", "H", "H", "H"], "xyz": [[1.459634, 1.172236, 0.378640], [0.310135, 0.456962, 0.543743], [1.818395, 2.003236, 1.613266], [1.451344, 1.911522, -0.465855], [2.321801, 0.502978, 0.159602], [2.811206, 2.463503, 1.488581], [1.882427, 1.347160, 2.487750], [1.100988, 2.793130, 1.837552], [-1.450605, -2.090060, 0.312882], [-0.826648, -0.188026, -1.641674], [-1.764657, -1.156909, -1.783724], [-2.164476, -2.058512, -0.960900], [-0.372570, -2.192204, 0.159009], [-1.789710, -2.964382, 0.873091], [-1.596322, -1.195057, 0.916908], [-0.246549, 0.016022, -0.693595], [-0.681416, 0.356136, -2.469954], [-2.262977, -1.177736, -2.755322]], "forces_ev_per_a": [[-0.265, -0.018, 0.102], [0.155, 0.213, -0.178], [0.656, -0.187, 0.262], [-0.179, -0.201, -0.102], [0.194, 0.127, 0.031], [-0.097, 0.065, -0.003], [-0.102, 0.016, -0.019], [-0.183, -0.052, -0.153], [-0.135, -0.345, -0.252], [-0.201, -0.823, 0.117], [-0.015, 0.119, -0.100], [0.229, 0.110, 0.124], [0.093, 0.106, 0.069], [-0.047, 0.036, 0.085], [0.027, 0.132, 0.030], [-0.185, 0.397, 0.151], [0.095, 0.188, -0.030], [-0.040, 0.116, -0.133]]}

=====

(3)
{"formula": "C11H19NO7Zn", "method": "wB97M-V/def2-TZVPD", "total_charge": -2, "fmax_ev_per_a": 9.6, "homo_ev": 0.64, "species": ["Zn", "C", "O", "O", "O", "C", "O", "O", "O", "C", "C", "C", "C", "C", "C", "N", "O", "C", "C", "C", "H", "H", "H", "H", "H", "H", "H", "H", "H", "H", "H", "H", "H", "H", "H", "H", "H", "H", "H"], "xyz": [[1.270495, -1.507104, -0.073440], [1.567988, -2.338126, 2.339557], [2.347112, -1.450723, 1.774729], [0.471218, -2.414296, 1.633934], [2.211823, -3.441642, 2.504550], [2.694522, -3.166058, -1.315740], [1.402231, -3.147844, -1.147215], [3.378840, -4.089448, -0.774187], [3.090704, -1.960267, -0.926685], [0.059491, 2.707920, -0.716918], [0.572609, 1.431042, -0.027856], [0.009998, 1.438431, 1.419779], [-1.489779, 1.398259, 1.618418], [-1.914384, 0.097907, 0.930646], [-1.441174, -0.114833, -0.517967], [0.015757, 0.184557, -0.591051], [0.646841, -0.126057, -1.834415], [-1.653945, -1.594034, -0.878618], [-2.362184, 0.713164, -1.436513], [2.095990, 1.409985, 0.187681], [0.624711, 3.612807, -0.503474], [-0.988855, 2.864470, -0.475793], [0.129407, 2.506534, -1.792235], [0.480311, 0.640657, 2.009556], [0.480060, 2.248062, 1.995717], [-2.029192, 2.240532, 1.176536], [-1.720607, 1.338109, 2.681909], [-3.010957, 0.109926, 0.934767], [-1.615356, -0.777192, 1.513892], [-1.788781, -1.980873, -1.893734], [-0.882138, -2.204226, -0.408123], [-2.659927, -1.893396, -0.557063], [-1.949353, 0.843131, -2.437952], [-3.333862, 0.223139, -1.522440], [-2.621346, 1.656397, -0.951118], [2.671475, 1.992336, -0.540956], [2.468009, 0.418649, -0.089275], [2.467488, 1.630296, 1.182973], [0.304763, 0.499810, -2.491877]], "forces_ev_per_a": [[1.755, -1.763, 1.765], [4.390, -4.343, -7.407], [0.559, 4.414, 1.570], [-4.402, 0.682, 1.226], [-1.574, 0.184, 4.254], [0.426, 1.111, 9.118], [-3.519, -2.073, -3.148], [0.447, -1.599, -3.941], [2.018, 2.938, -2.679], [0.022, -0.838, -0.898], [-0.854, 1.029, 2.653], [0.990, 0.681, 1.565], [0.682, -0.995, -0.961], [-0.833, -0.314, 0.540], [-0.550, -0.146, -0.901], [0.944, -0.081, -0.067], [-1.080, 0.787, -0.536], [-0.546, -0.826, 0.261], [-0.019, 0.360, 0.339], [0.645, -0.981, -1.923], [0.176, -0.173, 0.208], [0.038, 0.183, -0.088], [-0.056, 0.458, -0.146], [-0.269, -0.737, -0.625], [-0.252, 0.667, -0.578], [0.094, 0.178, 0.135], [-0.086, 0.077, -0.009], [-0.065, -0.370, -0.342], [0.357, 0.121, 0.067], [0.977, 1.059, -0.561], [-0.366, -0.317, 0.179], [0.196, 0.146, 0.952], [-0.061, 0.194, -0.009], [0.176, -0.363, -0.130], [0.313, 0.304, -0.402], [-0.409, 0.510, 0.004], [0.149, -0.133, 0.522], [-0.433, -0.024, 0.117], [0.020, -0.006, -0.125]]}

=====

(4)
{"formula": "C5H11CsNO5S", "method": "wB97M-V/def2-TZVPD", "total_charge": 1, "fmax_ev_per_a": 13.2, "homo_ev": -13.69, "species": ["Cs", "C", "C", "O", "S", "O", "O", "O", "H", "H", "H", "H", "C", "C", "O", "N", "C", "H", "H", "H", "H", "H", "H", "H"], "xyz": [[1.307169, 1.211251, -2.184888], [-1.604686, -0.831710, -1.245699], [-1.523592, -0.572565, 0.288464], [-0.939997, 0.835019, 0.329295], [-1.555115, 1.723370, -0.988982], [-0.509671, 2.226366, -1.847269], [-2.734121, 2.504973, -0.637693], [-2.159321, 0.366179, -1.714390], [-2.399100, -1.569984, -1.355099], [-0.657902, -1.174844, -1.662774], [-0.980098, -1.327637, 0.856418], [-2.536691, -0.569059, 0.690597], [1.362707, -2.191107, 0.584336], [1.278234, -0.722685, 0.213306], [0.994514, -0.413818, -0.948079], [1.440050, 0.209088, 1.164643], [1.362250, 1.690090, 1.018521], [2.003855, -2.789009, -0.063364], [0.351196, -2.580691, 0.699186], [1.854118, -2.267454, 1.554281], [1.585151, -0.168970, 2.089906], [1.211808, 2.096450, 2.018694], [0.562314, 2.137825, 0.428834], [2.286929, 2.178919, 0.711755]], "forces_ev_per_a": [[9.782, 3.322, -8.267], [-1.013, -1.289, 2.181], [-0.528, 1.026, -1.512], [-1.995, -0.002, -1.384], [-4.859, -2.413, 1.051], [-7.159, 3.775, 2.698], [3.080, -1.133, -0.373], [0.798, 2.180, -0.570], [0.160, -0.142, -0.408], [-0.531, 0.383, -0.304], [0.443, 0.892, -0.031], [0.057, 0.476, 0.043], [0.836, 0.606, 1.284], [0.256, -0.657, 0.261], [-0.436, -6.384, 5.086], [0.017, 0.196, -0.343], [0.649, 0.491, 1.066], [-0.470, 0.255, -0.456], [0.290, -0.319, -0.332], [-0.167, -0.155, 0.244], [0.128, 0.384, 0.006], [-0.147, -0.194, 0.068], [0.446, -0.705, 0.194], [0.364, -0.593, -0.203]]}

=====

HOMO-LUMO gap, record by record: 9.60 7.81 3.64 10.57 eV
Energy above the lowest of the compared OMol25 structures with the same formula, charge and spin, record by record: 51.99 9.96 0.00 0.00 kcal/mol